The following is a quantum chemistry calculation of C24H37ClGaN2O4PS2 as an isolated structure at a distorted geometry, from the Open Molecules 2025 dataset.

Frontier orbital gap in eV: 8.3
Net charge: 0
HOMO energy in Ha: -0.2935
Maximum force in Eh/bohr: 0.022
LUMO in eV: 0.28
E_tot in hartree: -4869.95909

Each line ends with the Mulliken charge.
CARTESIAN COORDINATES (ANGSTROEM)
Ga (2.385308, 2.042935, -1.427135)  0.408
C (-5.213017, -0.142665, 2.666399)  -1.366
C (-3.898897, 0.320261, 2.044480)  0.170
C (-2.709210, 0.025458, 2.956121)  -1.027
C (-1.365140, 0.236423, 2.267904)  -0.075
N (-1.011247, 1.642601, 2.163162)  -0.087
C (-0.565744, 2.261621, 1.042683)  0.448
S (-0.644117, 1.566897, -0.479314)  -0.419
N (-0.071328, 3.504081, 1.245708)  -0.170
C (0.041012, 4.517187, 0.200007)  -0.639
C (-1.297109, 5.063555, -0.307165)  -0.429
C (-2.160942, 5.772309, 0.745975)  -0.609
C (-3.015828, 4.834080, 1.603943)  -0.965
H (-6.055912, 0.071720, 2.009029)  0.389
H (-5.395702, 0.359915, 3.618315)  0.314
H (-5.190741, -1.217709, 2.852964)  0.341
H (-3.944984, 1.391743, 1.833685)  -0.040
H (-3.747422, -0.190397, 1.090054)  0.264
H (-2.754894, -1.017338, 3.281645)  0.425
H (-2.769909, 0.649577, 3.854269)  0.339
H (-1.410381, -0.146490, 1.253698)  -0.023
H (-0.576872, -0.308520, 2.794937)  -0.001
H (-0.862404, 2.123534, 3.037586)  0.345
H (-0.137213, 3.864820, 2.184316)  0.346
H (0.578626, 4.079965, -0.638285)  -0.265
H (0.647158, 5.325839, 0.610614)  0.559
H (-1.861537, 4.240431, -0.748605)  0.201
H (-1.060617, 5.768078, -1.107958)  0.474
H (-2.838115, 6.451241, 0.223960)  0.357
H (-1.525607, 6.390672, 1.389145)  0.272
H (-3.563901, 4.137737, 0.966577)  0.248
H (-3.738809, 5.404958, 2.187780)  0.448
H (-2.419187, 4.244097, 2.298063)  0.140
O (2.002995, -0.337225, -4.148813)  -0.375
S (2.629116, 1.113797, -3.920694)  1.202
O (3.626224, 0.957192, -2.838944)  -0.549
O (1.534212, 1.947711, -3.374036)  -0.504
O (3.138346, 1.513078, -5.180516)  -0.622
C (2.761601, -0.416292, 2.816789)  -1.306
P (2.496869, -0.348990, 0.978259)  0.827
C (4.262270, -0.508303, 0.456894)  -1.350
C (1.882180, -2.066751, 0.710845)  0.260
C (0.606278, -2.225379, 0.175080)  -0.080
C (0.053383, -3.488690, 0.012355)  -0.834
C (0.787353, -4.613299, 0.353210)  -0.561
C (2.076074, -4.469955, 0.850746)  -0.865
C (2.611859, -3.206743, 1.044609)  -0.301
H (3.115897, -1.392590, 3.146838)  0.396
H (1.824072, -0.189937, 3.323771)  0.224
H (3.492490, 0.346558, 3.088642)  0.449
H (4.799996, -1.291114, 0.991360)  0.431
H (4.743622, 0.453217, 0.644873)  0.387
H (4.303932, -0.695250, -0.617296)  0.370
H (0.045472, -1.345117, -0.117810)  0.440
H (-0.947124, -3.598003, -0.386386)  0.475
H (0.358410, -5.600812, 0.237571)  0.414
H (2.662710, -5.346462, 1.096831)  0.408
H (3.606321, -3.113212, 1.465761)  0.304
Cl (-0.285133, -6.571598, -4.224560)  -0.229
C (0.212367, -4.937587, -3.924102)  0.413
C (-0.719018, -3.916812, -4.022309)  -0.784
C (-0.325078, -2.620412, -3.732629)  -0.251
C (0.979524, -2.347280, -3.343645)  0.013
C (1.386953, -0.947978, -2.997335)  0.525
C (1.901706, -3.383061, -3.270664)  -0.289
C (1.526462, -4.683047, -3.563935)  -0.827
H (-1.738055, -4.140834, -4.306035)  0.436
H (-1.040521, -1.809071, -3.796436)  0.467
H (2.105877, -0.964500, -2.171964)  -0.139
H (0.517488, -0.355168, -2.698783)  0.171
H (2.921301, -3.172603, -2.970126)  0.453
H (2.236250, -5.496093, -3.501970)  0.429

Forces on atoms 1 to 2 (eV/Å):
Ga -0.0060 0.6797 0.8935
C 0.0489 0.1163 -0.0724


The following is a quantum chemistry calculation of a 10-piece molecular cluster, C24H37F3N12O19 overall at a distorted geometry, from the Open Molecules 2025 dataset.

Frontier orbital gap in eV: 7.1
Net charge: 0
HOMO energy in Ha: -0.3071
Maximum force in Eh/bohr: 0.126
SMILES string: FC(F)(F)OCc1ccc(-c2ccncc2)c2nccnc12.C[N+](=O)[O-].C[N+](=O)[O-].C[N+](=O)[O-].C[N+](=O)[O-].C[N+](=O)[O-].C[N+](=O)[O-].C[N+](=O)[O-].C[N+](=O)[O-].C[N+](=O)[O-]
LUMO in eV: -1.23
E_tot in hartree: -3321.77812

Each line ends with the Mulliken charge.
CARTESIAN COORDINATES (ANGSTROEM)
F (2.586498, 1.381135, 0.089102)  -0.198
C (3.595267, 1.165523, -0.893308)  0.832
F (4.469162, 2.294940, -1.045888)  -0.278
F (4.434842, 0.124993, -0.354900)  -0.278
O (3.094805, 0.665427, -2.109830)  -0.259
C (2.241049, 1.620965, -2.790714)  -0.912
C (0.706185, 1.599106, -2.348330)  0.960
C (-0.035538, 2.985295, -2.394191)  -0.988
C (-1.550735, 3.107425, -2.030583)  -0.461
C (-2.287539, 1.813758, -1.587552)  0.300
C (-3.830937, 1.970907, -1.229776)  0.558
C (-4.383339, 3.163725, -0.411747)  -0.315
C (-5.875389, 3.243996, -0.111571)  -0.204
N (-6.965011, 2.402542, -0.488205)  -0.571
C (-6.404770, 1.322677, -1.234865)  -0.222
C (-4.969685, 0.999019, -1.624965)  -0.346
C (-1.589117, 0.384577, -1.510687)  0.438
N (-2.423905, -0.701288, -1.064420)  -0.416
C (-1.641612, -1.894287, -1.054911)  0.042
C (-0.155405, -2.041339, -1.492911)  -0.284
N (0.633214, -0.941033, -1.934203)  -0.401
C (-0.097265, 0.300392, -1.919166)  0.214
H (2.294987, 1.473678, -3.938403)  0.368
H (2.609980, 2.707891, -2.623167)  0.340
H (0.507028, 3.950800, -2.721512)  0.170
H (-2.098245, 4.120784, -2.099337)  0.312
H (-3.668339, 3.979243, -0.033733)  0.353
H (-6.198230, 4.145498, 0.537220)  0.279
H (-7.197371, 0.561996, -1.603352)  0.295
H (-4.729885, 0.045723, -2.208998)  0.279
H (-2.171112, -2.852576, -0.682498)  0.147
H (0.330488, -3.076423, -1.431320)  0.322
C (-1.560629, -6.684592, -0.831214)  -0.605
N (-2.343873, -5.457321, -1.130481)  0.902
O (-2.369876, -5.075973, -2.290763)  -0.496
O (-2.907050, -4.917517, -0.188904)  -0.562
H (-1.118831, -7.053314, -1.754785)  0.313
H (-0.785855, -6.413045, -0.114334)  0.307
H (-2.246021, -7.416963, -0.412920)  0.146
C (-4.769083, -9.722382, -2.024220)  -0.754
N (-3.679287, -9.221111, -1.146693)  0.842
O (-2.546073, -9.213884, -1.604986)  -0.522
O (-3.997518, -8.851509, -0.027612)  -0.504
H (-4.342077, -10.014286, -2.982138)  0.313
H (-5.223215, -10.578880, -1.527018)  0.283
H (-5.486640, -8.912512, -2.152188)  0.306
C (0.920167, 1.005505, 2.396709)  -0.754
N (-0.498546, 1.075588, 2.833946)  0.969
O (-1.084569, 2.131866, 2.668341)  -0.512
O (-0.974595, 0.064142, 3.329429)  -0.578
H (1.206729, 1.968590, 1.979009)  0.308
H (1.523116, 0.770596, 3.273518)  0.312
H (0.993545, 0.221426, 1.643795)  0.257
C (-2.966529, -0.232549, 5.794875)  -0.579
N (-3.048946, 0.115291, 7.237761)  0.851
O (-3.186018, -0.804177, 8.030373)  -0.524
O (-2.973052, 1.299606, 7.524684)  -0.521
H (-3.047746, -1.312976, 5.688826)  0.298
H (-3.791364, 0.267645, 5.288535)  0.279
H (-2.004707, 0.119341, 5.426121)  0.205
C (7.240721, 1.179545, 0.163469)  -0.418
N (8.322105, 1.682930, 1.049485)  0.960
O (9.461171, 1.682504, 0.603420)  -0.577
O (7.992507, 2.060935, 2.161314)  -0.540
H (7.676910, 0.879254, -0.787989)  0.281
H (6.778081, 0.328288, 0.660899)  0.053
H (6.528252, 1.990523, 0.021659)  0.316
C (11.754599, -0.518114, 0.630473)  -0.594
N (12.104098, -1.945126, 0.404364)  0.866
O (12.634275, -2.546212, 1.325615)  -0.522
O (11.833635, -2.412189, -0.691200)  -0.523
H (12.050282, -0.239672, 1.640430)  0.312
H (12.296121, 0.073596, -0.106765)  0.277
H (10.677762, -0.419127, 0.503368)  0.186
C (-6.928051, 4.362111, -4.196588)  -0.792
N (-5.626149, 3.661819, -4.047420)  0.843
O (-5.359211, 2.792633, -4.863060)  -0.559
O (-4.918375, 4.008874, -3.116142)  -0.361
H (-7.449466, 3.953458, -5.060536)  0.301
H (-7.499282, 4.190832, -3.284184)  0.301
H (-6.716897, 5.421472, -4.338741)  0.287
C (-3.852410, 7.930464, 1.138550)  -0.799
N (-4.201945, 6.526673, 0.798637)  0.836
O (-5.244007, 6.084295, 1.251270)  -0.523
O (-3.414203, 5.919128, 0.087867)  -0.502
H (-4.636081, 8.343889, 1.771096)  0.306
H (-2.899439, 7.912969, 1.666407)  0.301
H (-3.777400, 8.485791, 0.204184)  0.299
C (4.843455, -2.848012, 2.225441)  -0.695
N (6.260285, -2.408026, 2.311944)  0.845
O (6.975560, -2.976895, 3.117774)  -0.508
O (6.603531, -1.503877, 1.564438)  -0.555
H (4.681312, -3.651777, 2.941568)  0.314
H (4.217493, -1.988136, 2.462043)  0.253
H (4.669212, -3.196515, 1.207929)  0.276

Forces on atoms 1 to 2 (eV/Å):
F 2.6840 0.1880 -2.5225
C 1.1108 -2.1137 0.1275


The following is a quantum chemistry calculation of a 3-piece molecular cluster, C24H37FN2O7 overall, from the Open Molecules 2025 dataset.

Frontier orbital gap in eV: 7.5
Net charge: 0
HOMO energy in Ha: -0.3149
Maximum force in Eh/bohr: 0.017
SMILES string: O=C(F)Cc1ccc2c(c1)C(=O)C=CC2=O.COCCNCCOC.COCCNCCOC
LUMO in eV: -1.04
E_tot in hartree: -1672.65438

Each line ends with the Mulliken charge.
CARTESIAN COORDINATES (ANGSTROEM)
O (-1.028547, 1.818567, -4.555672)  -0.517
C (-0.975572, 0.827028, -3.930557)  0.522
F (-0.709374, 0.871777, -2.619482)  -0.066
C (-1.099092, -0.570738, -4.431440)  -1.161
C (0.235974, -1.265466, -4.278207)  0.857
C (0.407755, -2.293886, -3.356198)  -0.600
C (1.648640, -2.873184, -3.201936)  -1.010
C (2.716437, -2.406753, -3.954682)  0.989
C (2.558851, -1.366707, -4.876101)  0.569
C (1.308975, -0.805834, -5.046903)  -0.619
C (3.750227, -0.887612, -5.626167)  0.055
O (3.680251, -0.455220, -6.747522)  -0.531
C (5.021164, -0.997404, -4.871832)  -0.512
C (5.171013, -1.994052, -3.995134)  -0.544
C (4.082354, -2.978477, -3.795455)  0.058
O (4.284017, -4.141939, -3.559311)  -0.534
H (-1.371023, -0.513842, -5.479427)  0.377
H (-1.891204, -1.081981, -3.890100)  0.412
H (-0.434619, -2.614566, -2.764051)  0.390
H (1.819319, -3.682500, -2.508630)  0.466
H (1.170267, -0.004456, -5.760957)  0.548
H (5.809447, -0.274835, -5.014669)  0.437
H (6.078982, -2.086118, -3.419546)  0.420
C (-4.519519, 2.272360, 4.117699)  -0.648
O (-5.200021, 1.677941, 3.029656)  -0.342
C (-5.279596, 2.494372, 1.867216)  -0.820
C (-4.433161, 1.933918, 0.743950)  -0.267
N (-3.011072, 2.053453, 1.040004)  -0.146
C (-2.134491, 1.330569, 0.120010)  -0.995
C (-2.250994, -0.189955, 0.061206)  -0.012
O (-1.820828, -0.856234, 1.235348)  -0.377
C (-2.788270, -0.976006, 2.263110)  -0.541
H (-4.677665, 1.637881, 4.988303)  0.246
H (-3.441896, 2.348676, 3.935645)  0.241
H (-4.915214, 3.268219, 4.336639)  0.342
H (-4.998083, 3.527064, 2.091343)  0.384
H (-6.325071, 2.494350, 1.545851)  0.439
H (-4.650463, 2.488340, -0.173873)  0.402
H (-4.741162, 0.890817, 0.590114)  0.209
H (-2.843484, 1.714457, 1.978121)  0.099
H (-1.106620, 1.568731, 0.406385)  0.271
H (-2.281521, 1.736011, -0.883345)  0.477
H (-1.578362, -0.531306, -0.729079)  -0.141
H (-3.257194, -0.523463, -0.222033)  0.411
H (-3.800825, -1.063182, 1.862192)  0.342
H (-2.741665, -0.133698, 2.958963)  0.057
H (-2.558836, -1.880897, 2.826650)  0.301
C (2.360332, 0.238223, 5.222398)  -0.713
O (1.273201, -0.316140, 4.508509)  -0.381
C (0.361451, 0.643350, 3.985324)  -0.922
C (0.424521, 0.697336, 2.474186)  0.389
N (1.684998, 1.271818, 2.013088)  -0.341
C (1.910779, 1.143011, 0.575982)  -1.126
C (2.029354, -0.258254, -0.013138)  0.165
O (3.203086, -0.953762, 0.375091)  -0.488
C (3.127455, -1.643868, 1.609832)  -0.576
H (2.879245, -0.581481, 5.716898)  0.243
H (3.069189, 0.747725, 4.560480)  0.293
H (2.016181, 0.942559, 5.985382)  0.347
H (0.538555, 1.631193, 4.420660)  0.445
H (-0.643227, 0.323371, 4.276803)  0.294
H (-0.400829, 1.314668, 2.107561)  0.169
H (0.269489, -0.322901, 2.101285)  0.115
H (2.449284, 0.825577, 2.502063)  0.162
H (2.836445, 1.675863, 0.345263)  0.414
H (1.103616, 1.670631, 0.056299)  0.419
H (2.104920, -0.149122, -1.099688)  0.245
H (1.141488, -0.877004, 0.166467)  0.158
H (2.118227, -2.011097, 1.810871)  0.234
H (3.461367, -1.017693, 2.441373)  0.202
H (3.802649, -2.498227, 1.550909)  0.317

Forces on atoms 1 to 2 (eV/Å):
O -0.1251 0.7852 -0.3896
C 0.0359 -0.2087 -0.3418